(1)
ORCA calculation (the ωB97M-V functional and the def2-TZVPD basis) on a structure of composition C4H8N2O.

Properties
- Energy relative to the best compared isomer or geometry (same formula, charge and spin): 105.76 kcal per mole
- Max |F|: 0.4 eV/Å
- HOMO: -8.8241 eV
- HOMO-LUMO gap: 9.68 eV
- LUMO level: 0.857 eV

Each line ends with the Mulliken charge.
Positions of all 15 atoms, in Å:
N (1.79, 0.06, -1.27)  -0.328
C (1.67, -0.59, -0.09)  0.303
O (2.46, -1.43, 0.31)  -0.623
C (0.46, -0.21, 0.76)  -0.199
N (-0.50, 0.63, 0.05)  -0.231
C (-2.07, 0.74, 0.83)  -0.647
C (-1.75, 0.02, -0.43)  -0.322
H (2.60, -0.12, -1.84)  0.227
H (1.14, 0.78, -1.53)  0.214
H (0.00, -1.14, 1.12)  0.333
H (0.83, 0.33, 1.63)  0.291
H (-1.94, 0.04, 1.67)  0.161
H (-0.90, 1.53, 0.57)  0.352
H (-1.68, -1.07, -0.42)  0.247
H (-2.10, 0.42, -1.38)  0.223

(2)
ORCA calculation (the ωB97M-V functional and the def2-TZVPD basis) on an isolated molecule of C6H10N2 in a non-equilibrium geometry.

Properties
- Energy relative to the best compared isomer or geometry (same formula, charge and spin): 97.78 kcal per mole
- Max |F|: 1.4 eV/Å
- HOMO: -7.7486 eV
- HOMO-LUMO gap: 8.21 eV
- LUMO level: 0.461 eV

Each line ends with the Mulliken charge.
Positions of all 18 atoms, in Å:
C (-1.90, 0.29, 0.72)  -1.189
C (-0.44, -0.10, 0.74)  -0.406
C (0.12, -1.03, -0.16)  0.830
C (0.84, -2.28, 0.21)  -1.113
N (0.08, -0.66, -1.47)  -0.491
C (-0.17, 0.58, -1.67)  -0.169
C (0.22, 1.54, -0.68)  -0.030
N (1.55, 1.93, -0.51)  -0.445
H (-2.03, 1.29, 1.16)  0.322
H (-2.50, -0.39, 1.33)  0.342
H (-2.30, 0.31, -0.29)  0.324
H (-0.07, -0.21, 1.76)  0.290
H (1.19, -2.22, 1.24)  0.357
H (0.19, -3.16, 0.14)  0.240
H (1.70, -2.46, -0.44)  0.327
H (-0.47, 2.37, -0.52)  0.353
H (1.76, 2.90, -0.66)  0.233
H (2.24, 1.31, -0.90)  0.223

Copy entry 2 word for word.
ORCA calculation (the ωB97M-V functional and the def2-TZVPD basis) on an isolated molecule of C6H10N2 in a non-equilibrium geometry.

Properties
- Energy relative to the best compared isomer or geometry (same formula, charge and spin): 97.78 kcal per mole
- Max |F|: 1.4 eV/Å
- HOMO: -7.7486 eV
- HOMO-LUMO gap: 8.21 eV
- LUMO level: 0.461 eV

Each line ends with the Mulliken charge.
Positions of all 18 atoms, in Å:
C (-1.90, 0.29, 0.72)  -1.189
C (-0.44, -0.10, 0.74)  -0.406
C (0.12, -1.03, -0.16)  0.830
C (0.84, -2.28, 0.21)  -1.113
N (0.08, -0.66, -1.47)  -0.491
C (-0.17, 0.58, -1.67)  -0.169
C (0.22, 1.54, -0.68)  -0.030
N (1.55, 1.93, -0.51)  -0.445
H (-2.03, 1.29, 1.16)  0.322
H (-2.50, -0.39, 1.33)  0.342
H (-2.30, 0.31, -0.29)  0.324
H (-0.07, -0.21, 1.76)  0.290
H (1.19, -2.22, 1.24)  0.357
H (0.19, -3.16, 0.14)  0.240
H (1.70, -2.46, -0.44)  0.327
H (-0.47, 2.37, -0.52)  0.353
H (1.76, 2.90, -0.66)  0.233
H (2.24, 1.31, -0.90)  0.223